{"formula": "C6H10N6O", "method": "ωB97M-V/def2-TZVPD", "elements": ["C", "C", "C", "C", "C", "C", "N", "N", "N", "N", "N", "N", "O", "H", "H", "H", "H", "H", "H", "H", "H", "H", "H"], "coordinates": [[-1.624456, 3.593306, 0.132085], [-0.660277, 3.022652, -0.673112], [-0.656975, -0.466542, 0.681384], [-2.345072, 2.705388, 0.924865], [-0.918235, 0.984818, 0.447804], [1.591419, -2.937619, -0.087079], [-1.895751, 1.501231, 1.112266], [-0.331032, 1.692979, -0.586649], [2.053537, -4.164735, 0.178736], [0.536935, -2.422407, 0.634742], [0.621116, 1.163246, -1.345348], [0.335276, -1.136223, 0.273499], [2.073432, -2.091769, -0.881739], [-1.688947, 4.626261, -0.021409], [-0.201432, 3.406344, -1.571777], [-1.483827, -0.849540, 1.297047], [-3.113201, 2.904532, 1.583867], [1.665369, -4.845052, 0.718491], [2.901334, -4.313064, -0.209207], [-0.122547, -2.867667, 1.255959], [0.732061, 0.112964, -1.189006], [0.899294, 1.661021, -2.181920], [1.631981, -1.280122, -0.493499]], "forces_ev_per_angstrom": [[0.784, -1.507, -1.025], [0.238, -1.748, -0.873], [-1.055, 0.730, 0.840], [1.752, 1.117, 0.129], [1.000, -0.540, -2.081], [-1.382, -2.699, 2.878], [-0.255, -1.835, 0.395], [-1.303, 0.859, 2.222], [-1.481, 4.868, -1.789], [-0.288, 0.061, -0.476], [1.039, -2.540, 0.097], [-0.726, 0.968, 0.569], [2.087, -0.591, -0.839], [-0.964, 1.390, 0.226], [0.103, 1.082, 0.342], [0.489, -0.261, -0.019], [-1.858, 1.204, 0.808], [-1.619, -1.945, 1.919], [3.365, -1.180, -1.610], [0.219, -0.523, 0.091], [-0.295, 2.550, -1.024], [-0.148, -0.279, 0.037], [0.298, 0.819, -0.817]], "mulliken_charge": [-0.581, 0.227, 0.299, -0.196, 0.199, 0.533, -0.404, 0.438, -0.277, -0.557, -0.759, -0.174, -0.388, 0.447, 0.369, 0.475, 0.488, 0.199, 0.230, 0.223, 0.313, 0.218, 0.677], "total_energy_ev": -17352.9604, "total_charge": 2, "smiles": "NN1C=CC=N/C1=C/N=[NH+]/C(=[NH2+])O", "e_above_lowest_kj_mol": 138.9}

***

{"formula": "C21H19BF3NOS", "method": "ωB97M-V/def2-TZVPD", "elements": ["C", "O", "C", "C", "B", "F", "F", "F", "S", "C", "C", "H", "H", "H", "H", "H", "C", "N", "C", "C", "C", "C", "C", "C", "C", "C", "C", "C", "C", "C", "C", "C", "C", "H", "H", "H", "H", "H", "H", "H", "H", "H", "H", "H", "H", "H", "H"], "coordinates": [[0.328808, 4.711914, -3.759141], [-0.956692, 4.187984, -3.394185], [-1.089828, 3.128646, -2.617292], [-2.347122, 2.917671, -2.073945], [-3.658340, 3.915979, -2.250028], [-3.271985, 5.137513, -1.686257], [-3.940685, 3.977742, -3.612604], [-4.636714, 3.239099, -1.497379], [-2.251281, 1.552293, -0.994224], [-0.596006, 1.255412, -1.251706], [-0.074633, 2.145188, -2.160972], [0.111366, 5.689850, -4.199700], [0.994218, 4.833536, -2.889742], [0.805324, 4.066089, -4.512691], [-0.054323, 0.512224, -0.590646], [0.951876, 2.173737, -2.526548], [-3.460074, -3.151885, 1.333609], [-2.128912, -2.588276, 1.238090], [-1.628972, -1.900607, 0.170097], [-0.285437, -1.574853, 0.405433], [0.498633, -0.763973, -0.510096], [1.916538, -0.483892, -0.132345], [2.198848, 0.207903, 1.052677], [3.516917, 0.544307, 1.375745], [4.556725, 0.193973, 0.507010], [4.274388, -0.479534, -0.686849], [2.958631, -0.811862, -1.011296], [0.062731, -2.152730, 1.698863], [1.227343, -2.325258, 2.445414], [1.155102, -2.950321, 3.700373], [-0.052163, -3.469277, 4.192573], [-1.223463, -3.386781, 3.423115], [-1.134620, -2.732685, 2.204773], [-3.646937, -3.431753, 2.373470], [-4.198968, -2.410575, 1.008938], [-3.570580, -4.049070, 0.706484], [-2.229906, -1.674081, -0.704916], [0.419684, -1.166415, -1.531175], [1.383412, 0.459452, 1.738604], [3.718504, 1.076682, 2.307164], [5.586311, 0.446874, 0.761467], [5.075956, -0.750909, -1.376013], [2.715599, -1.341636, -1.935588], [2.183044, -1.997993, 2.041982], [2.061404, -3.040840, 4.299529], [-0.084492, -3.943429, 5.172510], [-2.179228, -3.795435, 3.747420]], "forces_ev_per_angstrom": [[-0.507, -0.428, 0.085], [1.109, 1.277, -1.123], [0.430, -2.496, 1.977], [1.574, -0.945, 0.296], [0.847, -1.007, 0.471], [-0.582, 0.099, -0.225], [-0.377, 0.330, 0.222], [-0.747, 0.501, -0.062], [-0.920, 0.110, -0.114], [-0.296, 1.469, -0.595], [-0.164, 1.118, -0.994], [0.152, -0.252, 0.107], [-0.251, -0.088, -0.149], [-0.031, 0.146, 0.197], [-0.303, 1.195, 0.122], [-0.164, -0.124, 0.253], [-0.426, -0.079, -0.129], [0.410, 0.672, -0.953], [0.145, -0.633, 0.941], [-0.326, 0.912, -0.352], [1.461, -4.112, -0.033], [-0.390, 0.996, -0.201], [0.291, 0.129, 0.130], [-0.279, -0.164, -0.153], [-0.276, -0.052, -0.052], [-0.124, -0.168, 0.040], [-0.093, 0.127, 0.084], [-0.717, -0.051, 0.538], [0.176, -0.214, 0.508], [-0.034, 0.108, -0.516], [-0.518, 0.188, -0.387], [0.514, -0.009, 0.385], [0.491, 0.032, -0.569], [-0.092, 0.158, -0.297], [0.146, -0.161, 0.169], [0.173, 0.250, 0.193], [-0.007, 0.051, 0.259], [-0.255, 0.964, 0.193], [0.297, 0.023, -0.309], [-0.004, -0.167, -0.324], [-0.283, -0.041, -0.106], [-0.209, 0.100, 0.264], [0.198, 0.232, 0.205], [-0.222, -0.051, 0.337], [-0.241, -0.029, -0.196], [0.027, 0.103, -0.263], [0.397, -0.019, 0.123]], "mulliken_charge": [-0.856, -0.369, 0.163, 0.184, 0.603, -0.368, -0.363, -0.432, -0.256, 0.255, -0.887, 0.248, 0.352, 0.316, 0.055, 0.447, -0.956, 0.197, -1.183, 0.434, -0.012, 0.311, -0.237, -0.620, -0.413, -0.656, -0.461, 1.230, 0.018, -0.854, -0.664, -0.927, 0.014, 0.292, 0.354, 0.325, 0.581, 0.571, 0.496, 0.414, 0.407, 0.397, 0.397, 0.440, 0.396, 0.388, 0.231], "total_energy_ev": -45287.1454}

***

{"formula": "C3H6N2OS", "method": "ωB97M-V/def2-TZVPD", "elements": ["C", "C", "C", "N", "N", "O", "S", "H", "H", "H", "H", "H", "H"], "coordinates": [[-1.553465, -1.095393, 1.152676], [3.659176, -0.799276, -0.775020], [-2.553842, 0.006981, 0.931789], [-0.841985, -1.620727, 0.272739], [-0.171717, -2.030693, -0.582280], [4.833580, -0.835324, -1.002605], [2.719005, 0.093237, 0.465970], [-1.312102, -1.604850, 2.087354], [2.934399, -1.571095, -1.325810], [-2.137955, 0.932795, 1.403465], [-3.536679, -0.168253, 1.369272], [-2.777959, -0.005061, -0.108712], [3.669748, 1.076505, 0.786124]], "forces_ev_per_angstrom": [[-1.018, -0.300, 2.688], [-0.990, -2.230, -0.788], [0.590, -0.111, 1.149], [2.611, -1.004, -4.450], [-1.381, 0.650, 1.864], [-0.481, 0.785, 0.307], [1.156, 0.999, -0.200], [-0.577, 0.594, 0.270], [1.006, 1.561, 0.996], [-0.554, -0.378, -1.005], [0.203, -0.335, 0.472], [0.208, 0.904, -0.989], [-0.774, -1.135, -0.316]], "mulliken_charge": [-0.044, 0.148, -0.915, 0.537, -0.733, -0.406, -0.186, 0.365, 0.256, 0.213, 0.287, 0.306, 0.173], "total_energy_ev": -19068.3335, "e_above_lowest_kj_mol": 369.8}